Density functional theory data (ωB97M-V/def2-TZVPD) for a 5-piece molecular cluster, C37H35BrF7N5O2PS overall.

- LUMO energy: -0.129 Eh
- Relative energy (zero: lowest compared OMol25 entry of this formula, charge and spin): 0.000 eV
- HOMO: -10.58 eV
- Net charge: +1
- Spin multiplicity: 1
- HOMO-LUMO gap: 0.2598 hartree

XYZ file:
```
89
Properties=species:S:1:pos:R:3:forces:R:3
N -2.83411 -3.65514 -0.79693 0.1 1.5 0.1
C -2.70750 -2.41033 -0.50741 1.2 -1.4 -0.5
C -1.32263 -1.73648 -0.79332 -1.2 2.3 0.0
N -0.36742 -1.77560 0.39131 -1.6 0.0 -1.3
C -0.89176 -2.35177 1.60097 -0.4 -3.4 2.9
C -1.56252 -1.65630 2.68961 0.1 -0.6 -0.1
C -2.11325 -2.32030 3.87444 1.2 -2.4 -1.7
C -2.03104 -3.83641 3.99207 1.1 3.0 -2.3
C -1.35450 -4.53598 2.88850 -0.6 1.7 0.5
C -0.81149 -3.83612 1.71414 -1.0 1.1 2.0
C 0.81559 -1.26837 0.11839 3.2 1.5 -0.6
N 1.26215 -0.76875 -1.11055 0.5 -0.1 0.0
C 2.57804 -0.32239 -1.02362 -3.8 -2.1 3.3
C 3.46240 0.32025 -2.10682 0.6 0.3 0.4
C 3.66849 1.88386 -1.93812 0.2 0.3 -1.1
O 4.91125 2.19871 -1.29885 -1.1 0.0 0.2
C 2.44532 2.62917 -1.30373 -0.1 1.4 -0.2
F 2.60707 3.98319 -1.55321 -0.1 -1.6 0.4
F 1.25644 2.27962 -1.90884 1.7 0.1 1.2
F 2.37183 2.51122 0.06633 -0.3 -0.3 -1.9
N 2.88730 -0.56925 0.31103 3.3 1.4 -2.7
S 4.44831 -0.18524 1.00737 0.5 0.2 0.4
N 1.87086 -1.12825 1.03693 -1.9 -0.9 -1.1
P 2.24342 -1.39308 2.74578 0.8 -0.5 2.3
O 1.66258 -2.89326 3.27597 0.2 2.0 -1.8
Br 1.05345 0.24084 3.81306 0.1 -1.0 -0.6
H -1.93558 -3.95909 -1.20924 -0.6 -0.2 0.2
H -3.56599 -1.84914 -0.05778 1.0 -0.4 -0.4
H -0.82694 -2.06990 -1.74202 -0.5 -0.1 1.1
H -1.53015 -0.63101 -0.94084 0.3 -1.1 -0.1
H -1.66194 -0.54150 2.61163 0.1 -1.2 0.1
H -2.58075 -1.67251 4.65237 0.4 -0.8 -0.7
H -2.47282 -4.35517 4.87583 0.5 0.5 -1.0
H -1.29963 -5.65112 2.99079 0.1 1.2 -0.5
H -0.34975 -4.47689 0.92935 -0.4 0.8 0.5
H 4.50159 -0.12192 -2.09393 -1.1 0.4 0.2
H 3.08742 0.15177 -3.15212 -0.2 -0.1 1.4
H 3.77086 2.29517 -2.98798 -0.6 -0.5 1.0
H 4.97796 3.17183 -1.22329 0.0 -0.6 -0.1
H 5.39466 -0.61183 0.08442 -1.3 -0.2 0.2
H 1.99625 -3.51663 2.59248 -0.3 0.0 0.6
F -5.36952 -4.38426 4.60136 0.1 0.0 0.1
C -6.04036 -3.99924 3.49714 -0.3 0.2 -0.5
C -5.39154 -3.22940 2.54807 0.0 -0.1 0.1
C -6.08669 -2.84208 1.40749 -0.1 -0.1 0.2
C -7.41364 -3.21601 1.23863 0.1 0.0 -0.2
C -8.05073 -3.98320 2.20437 0.2 0.0 -0.1
C -7.35923 -4.38265 3.33875 -0.1 -0.2 0.2
H -4.35957 -2.95869 2.71829 0.0 0.0 -0.1
H -5.59242 -2.24624 0.64947 -0.1 0.0 0.0
H -7.95199 -2.90743 0.35043 0.0 0.0 0.1
H -9.08692 -4.27060 2.07367 0.1 0.0 0.0
H -7.83648 -4.98921 4.09850 0.0 0.0 0.0
F 5.12890 2.18333 -5.39037 0.0 -0.2 0.2
C 4.89018 3.36737 -5.99364 -0.1 0.7 -0.4
C 4.23407 3.38733 -7.21026 -0.1 -0.3 -0.1
C 3.98440 4.60624 -7.82749 0.1 0.1 0.2
C 4.40310 5.78776 -7.22570 0.0 0.1 -0.1
C 5.06588 5.75249 -6.00513 -0.1 -0.1 -0.1
C 5.30676 4.53490 -5.38132 0.1 -0.1 0.3
H 3.92291 2.45603 -7.66746 0.0 0.0 0.0
H 3.46451 4.63527 -8.77727 0.0 0.0 0.1
H 4.21154 6.73771 -7.71057 0.0 -0.1 0.0
H 5.39548 6.67314 -5.53899 0.0 -0.1 0.0
H 5.81474 4.48842 -4.42539 0.0 0.0 -0.1
F -8.96344 -0.99444 2.11976 -0.1 0.0 0.1
C -9.17445 0.18230 1.50576 -0.1 0.5 -0.2
C -9.78004 0.19893 0.26201 0.0 -0.2 -0.1
C -10.00232 1.41578 -0.37007 0.1 0.1 0.2
C -9.60729 2.59911 0.24373 0.0 0.1 -0.1
C -8.99543 2.56774 1.49133 -0.1 -0.1 -0.2
C -8.78206 1.35268 2.12979 0.1 0.0 0.2
H -10.07368 -0.73382 -0.20393 0.0 0.0 0.1
H -10.48273 1.44165 -1.34072 0.0 0.0 0.1
H -9.77758 3.54753 -0.25242 0.0 -0.1 0.0
H -8.68444 3.49012 1.96715 0.0 -0.1 0.0
H -8.31485 1.30942 3.10591 0.0 0.0 0.0
F 11.08409 2.45491 0.51651 0.0 0.0 0.0
C 9.97566 1.93193 1.05816 -0.4 -0.2 0.2
C 10.01147 1.46738 2.36149 0.2 0.0 0.1
C 8.86162 0.93027 2.92409 -0.1 0.0 -0.2
C 7.69316 0.85386 2.17432 -0.1 0.0 0.0
C 7.67166 1.32008 0.86391 0.2 -0.1 0.3
C 8.81825 1.86759 0.30345 0.0 0.1 -0.3
H 10.93310 1.52795 2.92664 0.0 0.0 0.0
H 8.87594 0.57084 3.94584 0.0 0.0 -0.1
H 6.79651 0.43007 2.61497 0.1 0.0 0.0
H 6.76141 1.25760 0.27775 0.1 0.2 0.0
H 8.81860 2.24363 -0.71219 0.1 0.0 0.0
```
Positions in Å, forces in eV/Å.

Density functional theory data (ωB97M-V/def2-TZVPD) for C37H35BrN5O3P2S2Sr as an isolated structure.

- LUMO energy (spin up / spin down): 0.084 / 0.084 Eh
- Relative energy (zero: lowest compared OMol25 entry of this formula, charge and spin): 15.914 eV
- HOMO (spin up / spin down): -4.54 / -2.84 eV
- Net charge: -1
- Spin multiplicity: 1
- HOMO-LUMO gap (spin up / spin down): 0.2511 / 0.1887 hartree

XYZ file:
```
86
Properties=species:S:1:pos:R:3:forces:R:3
Sr -0.95406 1.77477 -0.91056 -8.5 10.7 -13.7
S -2.57050 1.76607 1.14668 -3.4 1.5 0.9
P -1.08750 0.62344 1.21726 -2.9 -3.7 7.0
C -0.51016 -0.10283 -0.32137 2.7 -4.4 2.0
P 0.95097 0.70789 0.19168 6.4 -2.4 -0.4
S 0.58549 2.58714 0.59547 4.0 3.6 2.7
C 2.12415 0.30097 1.50965 0.7 0.3 0.4
C 2.41033 1.28455 2.44862 -0.3 0.9 0.4
C 3.55728 1.25747 3.20426 0.3 0.0 0.0
C 4.48475 0.25948 2.98310 0.4 -0.1 0.1
C 4.22136 -0.72688 2.04739 0.4 -0.2 0.2
C 3.05231 -0.70968 1.31889 -0.1 -0.4 0.0
C 2.16440 0.77100 -1.11476 -0.2 0.3 -0.2
C 3.33182 1.44664 -0.81169 0.2 0.3 0.3
C 4.34451 1.48419 -1.73699 0.2 0.1 0.0
C 4.16798 0.83673 -2.95053 0.3 0.0 -0.3
C 2.97259 0.21380 -3.26420 0.1 -0.1 -0.3
C 1.93991 0.20449 -2.34852 0.2 0.1 0.1
C -0.35342 1.08256 2.83142 0.1 1.2 0.9
C -0.59438 2.41699 3.14936 0.0 0.7 -0.1
C -0.15179 2.97189 4.32262 -0.1 0.1 0.2
C 0.47601 2.16228 5.25510 0.3 0.0 0.4
C 0.69404 0.82891 4.96547 0.1 -0.1 0.5
C 0.29717 0.29562 3.75511 -0.2 -0.4 0.2
C -1.44138 -0.92157 2.01099 0.0 -0.9 0.0
C -0.36316 -1.78048 1.93645 0.7 0.0 0.0
C -0.41683 -3.01843 2.52674 0.0 -0.4 0.3
C -1.56969 -3.36253 3.21681 0.2 -0.5 0.2
C -2.62654 -2.47049 3.34041 -0.2 -0.2 0.2
C -2.56648 -1.23338 2.73595 -0.2 0.2 0.0
H 1.74128 2.14861 2.59332 0.6 -0.8 -0.1
H 3.72781 2.04772 3.92407 0.1 0.0 0.0
H 5.42806 0.27494 3.51135 0.1 -0.1 0.1
H 4.95232 -1.50114 1.84541 0.0 0.0 0.1
H 2.87841 -1.45420 0.55430 0.2 0.1 0.2
H 3.43410 1.92295 0.17058 0.1 -0.1 -0.5
H 5.26749 1.99692 -1.50047 0.1 0.0 -0.1
H 4.98328 0.82785 -3.65938 0.0 0.0 -0.1
H 2.84674 -0.28171 -4.21393 0.0 0.0 -0.2
H 0.98434 -0.26467 -2.53976 0.1 -0.1 -0.2
H -1.07983 3.07544 2.41183 0.3 -0.5 0.7
H -0.29987 4.03339 4.48197 0.0 -0.1 0.2
H 0.80914 2.57509 6.19836 0.0 0.0 0.1
H 1.20443 0.17804 5.66679 0.0 0.1 0.1
H 0.54680 -0.73755 3.52527 -0.1 0.4 0.4
H 0.55471 -1.38408 1.44749 -0.8 -1.0 0.7
H 0.43172 -3.69297 2.47276 -0.1 0.0 0.0
H -1.62971 -4.33517 3.68983 -0.1 0.0 0.0
H -3.50023 -2.74806 3.91687 0.0 -0.1 0.0
H -3.36276 -0.49061 2.79048 0.1 -0.3 0.0
N -3.11983 3.42378 -1.31165 -0.8 0.9 0.4
C -3.98620 3.02498 -2.42125 0.7 -0.7 0.7
C -4.20330 1.53371 -2.07447 1.2 0.6 -0.1
O -5.28474 0.98065 -2.09610 -0.6 -0.4 -0.1
O -3.06261 1.01146 -1.72980 -1.8 -0.9 -0.3
H -3.60726 3.22163 -0.45532 -0.3 0.3 0.4
H -2.88175 4.40699 -1.36731 0.0 -0.1 0.1
H -3.32744 3.08926 -3.30528 -0.7 0.2 0.0
H -4.91916 3.59850 -2.45924 0.1 -0.2 -0.4
C 1.26078 -4.40240 -1.01356 0.4 -0.1 0.0
N 0.10507 -3.57163 -0.82575 0.6 1.3 -0.2
C -1.14827 -4.09711 -0.61735 -0.7 -1.4 0.1
C -2.20936 -3.27229 -0.37408 -0.1 1.2 0.0
C -2.03233 -1.88933 -0.37516 -2.1 -2.4 -0.2
N -0.75718 -1.43213 -0.57335 0.7 0.8 -0.1
C 0.31827 -2.23045 -0.69780 0.8 -2.1 -0.4
O 1.44376 -1.74825 -0.70184 0.2 -0.3 0.0
N -2.95836 -0.96334 -0.08242 -0.8 0.7 -1.1
H 0.97931 -5.30401 -1.55161 -0.1 -0.1 0.0
H 1.71599 -4.67985 -0.05653 0.0 0.0 0.0
H 1.99659 -3.84731 -1.59432 0.0 -0.1 0.1
H -1.22806 -5.16985 -0.64831 0.0 -0.1 0.0
H -3.18887 -3.67445 -0.18773 -0.1 -0.1 0.0
H -3.87169 -1.31971 0.15990 0.1 -0.2 0.0
H -3.05131 -0.09270 -0.75395 -0.1 -0.8 0.3
Br -0.86527 4.32758 -2.68083 1.4 0.9 -0.7
C -0.01032 1.72811 -4.05462 -2.6 -1.6 -0.6
C 0.43991 1.13713 -5.25417 0.7 1.1 0.3
C -0.36597 0.27209 -5.96724 -0.4 0.1 0.7
C -1.60130 -0.05416 -5.41589 0.1 0.2 0.0
C -1.97739 0.53244 -4.21840 0.2 0.5 0.1
N -1.21263 1.43365 -3.53946 2.0 -0.7 -1.8
H 1.40572 1.41613 -5.64867 0.1 0.0 0.0
H -0.06067 -0.12819 -6.92483 0.1 0.0 0.0
H -2.26983 -0.73258 -5.92771 -0.1 0.0 0.1
H -2.95171 0.33029 -3.79190 0.2 -0.1 0.1
```
Positions in Å, forces in eV/Å.